The following is a quantum chemistry calculation of one molecule with the formula C5H8N4 at a distorted geometry, from the Open Molecules 2025 dataset.

Structure (XYZ):
```
17
Properties=species:S:1:pos:R:3:forces:R:3
C 2.994 0.183 0.143 1.450 1.451 0.306
C 1.640 -0.374 -0.021 -1.571 -0.501 -0.163
C 0.570 0.425 -0.176 0.298 0.301 -0.441
C -2.471 -1.255 0.096 -1.390 0.058 -0.221
C -1.895 0.828 -0.042 -0.226 -1.334 0.304
H 3.443 -0.266 1.070 -0.172 0.631 -0.776
H 3.715 0.006 -0.698 -0.698 -0.098 0.624
H 2.932 1.335 0.261 0.177 -1.907 -0.032
H 1.475 -1.475 0.082 0.306 1.011 0.077
H 0.647 1.507 -0.421 -0.035 -0.870 0.625
H -0.609 -1.931 -0.657 -0.657 -0.219 0.253
H -3.029 -2.196 0.164 0.137 0.504 -0.024
H -2.709 2.531 0.274 0.488 -0.548 -0.395
N -0.756 0.006 -0.208 0.100 0.500 -0.185
N -1.105 -1.334 0.006 0.268 1.199 -0.248
N -3.022 -0.067 0.103 1.904 -1.089 0.073
N -1.819 2.078 0.025 -0.380 0.911 0.226
```
Positions in Å, forces in eV/Å.

Values from the calculation:
F_max in eV/A: 2.19
LUMO energy in eV: 0.733
Multiplicity: 1
SMILES: [H]/N=c1\nc[nH]n1/C=C/C
Gap between HOMO and LUMO in eV: 8.748
Relative energy (zero: lowest compared OMol25 entry of this formula, charge and spin) in kJ/mol: 116.7

Partial charges, Mulliken, in e:
1 C -1.017
2 C -0.097
3 C -0.115
4 C -0.030
5 C 0.444
6 H 0.256
7 H 0.259
8 H 0.267
9 H 0.221
10 H 0.311
11 H 0.260
12 H 0.368
13 H 0.266
14 N 0.290
15 N -0.455
16 N -0.556
17 N -0.670

***

The following is a quantum chemistry calculation of C27H44BrCaNOP2S as an isolated structure at a distorted geometry, from the Open Molecules 2025 dataset.

Structure (XYZ):
```
78
Properties=species:S:1:pos:R:3:forces:R:3
C -1.581 6.328 -4.506 -0.076 -0.070 0.111
C -1.752 4.997 -4.927 -0.245 0.657 -0.566
C -2.110 4.785 -6.267 -0.203 -0.046 0.092
C -2.360 5.898 -7.088 0.209 -0.815 0.522
N -2.234 7.141 -6.658 0.012 0.496 -0.287
C -1.824 7.366 -5.418 0.125 -0.754 0.533
C -1.411 3.865 -4.063 3.454 -0.719 0.476
C -0.539 3.124 -3.547 0.163 3.201 -2.333
C 0.510 2.227 -3.191 -0.160 -0.854 0.441
C 1.347 2.349 -2.045 -0.274 0.374 -0.022
C 2.207 1.334 -1.687 -0.054 0.055 -0.234
C 2.175 0.124 -2.416 1.200 0.359 -0.706
C 1.658 0.154 -3.727 -0.442 -0.178 0.321
C 0.750 1.140 -4.059 0.140 0.177 -0.387
Ca -2.465 2.102 -2.890 -1.424 -1.415 2.616
P 3.259 -1.261 -1.863 -0.829 -0.281 0.705
H -2.178 3.772 -6.666 -0.081 0.311 0.050
H -1.240 6.557 -3.497 -0.148 -0.052 -0.226
H -2.659 5.752 -8.124 0.031 0.061 0.157
H -1.671 8.402 -5.119 -0.098 -0.215 -0.079
H 0.260 1.094 -5.036 0.095 0.113 0.325
H 1.306 3.267 -1.465 0.019 -0.211 -0.159
H 1.891 -0.594 -4.487 -0.383 0.023 0.599
H 2.933 1.451 -0.869 -0.723 0.001 -0.216
C 2.435 -2.211 -0.558 -0.455 -0.222 -0.113
C 2.630 -3.702 -0.451 0.430 -0.814 -0.144
H 1.295 -2.053 -0.755 2.757 -0.791 0.440
H 2.627 -1.721 0.402 0.109 0.171 -0.197
H 2.065 -4.065 0.419 0.174 0.145 -0.230
H 2.210 -4.211 -1.325 0.086 0.004 0.065
H 3.665 -4.038 -0.333 -0.073 0.014 0.024
C 3.582 -2.245 -3.328 0.151 -0.317 -0.060
C 4.342 -1.471 -4.410 0.024 -0.142 -0.388
H 2.601 -2.594 -3.684 0.197 0.015 0.084
H 4.137 -3.147 -3.015 -0.195 0.319 -0.044
H 4.564 -2.147 -5.249 0.040 0.237 0.302
H 3.743 -0.647 -4.810 0.397 -0.175 0.090
H 5.282 -1.059 -4.031 -0.095 -0.115 -0.109
C 4.748 -0.521 -1.180 0.109 0.501 -0.411
C 5.842 -1.552 -0.959 0.380 -0.230 0.223
H 4.459 -0.036 -0.236 0.058 -0.155 -0.205
H 5.076 0.270 -1.870 0.009 -0.128 0.189
H 6.713 -1.062 -0.519 -0.064 -0.060 -0.010
H 5.528 -2.341 -0.270 0.010 0.085 -0.093
H 6.177 -2.018 -1.889 -0.116 0.058 0.061
Br -0.003 -0.901 -1.023 -3.311 2.365 0.121
P -2.830 -2.026 -3.639 -0.353 -2.066 -0.437
C -1.073 -2.568 -3.757 0.738 0.438 0.602
C -0.876 -4.090 -3.805 -0.160 -0.064 -0.196
H -0.551 -2.166 -2.856 -0.368 -0.346 -0.960
H -0.611 -2.091 -4.638 -0.195 -0.162 0.112
H 0.201 -4.324 -3.777 -0.335 0.030 0.025
H -1.349 -4.591 -2.945 0.157 0.183 -0.306
H -1.285 -4.524 -4.730 0.070 0.089 0.342
C -3.228 -2.209 -1.862 -0.084 0.100 0.347
C -4.554 -2.972 -1.716 -0.039 0.096 0.109
H -3.295 -1.222 -1.390 0.087 -0.134 0.151
H -2.411 -2.755 -1.368 -0.152 0.291 -0.084
H -4.853 -3.048 -0.666 0.074 0.024 -0.128
H -5.356 -2.464 -2.262 0.070 -0.129 0.074
H -4.473 -3.989 -2.113 0.007 0.186 -0.004
C -2.739 -0.281 -4.151 0.116 0.484 -0.249
C -2.913 -0.330 -5.684 -0.156 0.467 -0.304
H -1.766 0.182 -3.864 -0.112 -0.223 -0.122
H -3.603 0.241 -3.688 -0.013 -0.278 -0.132
H -3.139 0.656 -6.111 0.181 -0.074 -0.014
H -2.011 -0.720 -6.176 -0.231 0.104 0.221
H -3.750 -0.994 -5.959 0.378 0.272 0.266
C -0.418 1.918 1.339 0.075 -0.318 0.059
S -1.384 3.259 0.627 0.008 -0.117 -0.433
C -0.068 4.497 0.485 0.573 0.405 0.244
O -1.747 2.827 -0.812 0.072 -0.049 0.081
H -0.148 2.161 2.377 -0.193 0.235 -0.279
H 0.492 1.727 0.756 -0.382 0.031 0.003
H -1.052 1.022 1.357 0.171 0.272 -0.145
H -0.104 5.164 1.367 -0.239 -0.393 -0.355
H 0.939 4.046 0.479 -0.528 0.028 -0.116
H -0.213 5.117 -0.412 -0.167 -0.362 0.302
```
Positions in Å, forces in eV/Å.

Values from the calculation:
F_max in eV/A: 4.07
LUMO energy in eV: -7.186
Multiplicity: 1
Charge: +2
Gap between HOMO and LUMO in eV: 5.413
Relative energy (zero: lowest compared OMol25 entry of this formula, charge and spin) in kJ/mol: 207.3

Partial charges, Mulliken, in e:
1 C -0.384
2 C 0.315
3 C -0.404
4 C -0.413
5 N -0.525
6 C -0.397
7 C -0.830
8 C 0.157
9 C 0.933
10 C -0.535
11 C -1.095
12 C 0.277
13 C -1.129
14 C -0.553
15 Ca 1.662
16 P 1.325
17 H 0.405
18 H 0.394
19 H 0.384
20 H 0.383
21 H 0.557
22 H 0.805
23 H 0.613
24 H 0.293
25 C 0.188
26 C -1.333
27 H -0.235
28 H 0.604
29 H 0.425
30 H 0.286
31 H 0.305
32 C -0.640
33 C -1.185
34 H 0.344
35 H 0.560
36 H 0.436
37 H 0.322
38 H 0.346
39 C -0.643
40 C -1.330
41 H 0.474
42 H 0.491
43 H 0.411
44 H 0.324
45 H 0.356
46 Br -0.604
47 P -0.299
48 C 1.379
49 C -1.387
50 H -1.214
51 H 0.259
52 H 0.341
53 H 0.317
54 H 0.377
55 C -0.106
56 C -1.304
57 H 0.223
58 H 0.232
59 H 0.391
60 H 0.347
61 H 0.333
62 C 1.577
63 C -1.633
64 H -1.287
65 H 0.218
66 H 0.363
67 H 0.335
68 H 0.446
69 C -0.555
70 S 0.339
71 C -0.747
72 O -0.665
73 H 0.475
74 H -0.092
75 H 0.309
76 H 0.412
77 H 0.251
78 H 0.225